{"formula": "C5H10O2", "method": "ωB97M-V/def2-TZVPD", "species": ["C", "O", "C", "C", "C", "C", "O", "H", "H", "H", "H", "H", "H", "H", "H", "H", "H"], "positions_angstrom": [[-0.86593, 2.24105, 1.19136], [-0.97062, 1.14666, 0.31391], [0.14179, 0.36745, 0.45010], [0.30447, -0.77071, -0.55601], [0.52407, -2.20981, -0.07558], [-0.24376, -0.60178, -1.92183], [-0.33956, -1.48553, -2.74950], [-0.79234, 1.89616, 2.23275], [-1.76572, 2.82965, 1.05146], [0.02665, 2.84435, 0.95980], [0.34635, -0.02595, 1.45195], [1.12914, 1.11493, 0.28815], [1.20566, -0.02156, -0.54912], [0.60188, -2.86397, -0.95181], [1.46208, -2.28491, 0.48312], [-0.27633, -2.62278, 0.55961], [-0.48782, 0.44674, -2.17837]], "atomic_forces_ev_per_a": [[-0.246, 0.334, 0.193], [-0.537, 0.014, 0.303], [1.482, 1.590, 0.567], [1.434, 0.648, -0.145], [0.164, 0.230, -0.010], [0.126, 0.074, -0.110], [-0.092, 0.389, 0.563], [-0.061, 0.117, -0.115], [-0.012, 0.164, 0.126], [-0.191, -0.087, 0.003], [-0.355, 0.003, 0.182], [-2.193, -0.691, 0.910], [0.620, -3.340, -2.299], [0.014, 0.216, 0.172], [-0.145, -0.056, -0.031], [0.087, 0.441, -0.205], [-0.096, -0.045, -0.108]], "lowdin_charge": [-0.1018, -0.1484, -0.2963, -0.2891, -0.0447, -0.2424, 0.0349, 0.0956, 0.0916, 0.0912, 0.1354, 0.1620, 0.1470, 0.0744, 0.0753, 0.0859, 0.1295], "homo_lumo_gap_ev": 10.26, "smiles": "COC[C@@H](C)C=O", "e_above_lowest_ev": 4.095, "e_homo_ev": -9.54, "e_tot_ev": -9438.948}